This record from OMol25 describes the ion H2N5O2 with charge -1. The level of theory is ωB97M-V/def2-TZVPD.

The value obtained for the largest force on an atom is 0.0554 Eh/bohr. The energy above the lowest of the compared OMol25 structures with the same formula, charge and spin is 257.8 kJ/mol. Its gap between HOMO and LUMO (alpha / beta) is 0.27571 / 0.27574 Eh. Its structure (SMILES) is [O-]N1NNN=[N+]1[O-]. The calculation puts the highest occupied orbital energy (alpha / beta) at -2.39 / -2.39 eV. The total energy comes out at -425.24464 Ha. The charge is -1.

Last column: natural (NBO) charge in e.
Cartesian coordinates (Å):
O: -1.51 1.17 1.08  -0.63
N: -0.49 -0.84 0.45  0.38
N: 0.45 -1.28 -0.36  -0.35
N: 1.18 -0.14 -0.75  -0.33
H: -0.06 1.08 -1.45  0.30
H: 1.87 0.05 -0.06  0.30
N: 0.38 0.97 -0.52  -0.34
O: -1.23 -1.52 1.15  -0.51
N: -0.59 0.52 0.46  0.18